Record 1
{
  "formula": "C36H43N3O8PSiY",
  "method": "wB97M-V/def2-TZVPD",
  "spin_multiplicity": 1,
  "lumo_ev": -0.22,
  "e_tot_ha": -2833.022564,
  "charge": 0,
  "homo_ev": -7.97,
  "elements": ["Y", "P", "Si", "O", "O", "O", "O", "O", "O", "O", "O", "N", "N", "N", "C", "C", "C", "C", "C", "C", "C", "C", "C", "C", "C", "C", "C", "C", "C", "C", "C", "C", "C", "C", "C", "C", "C", "C", "C", "C", "C", "C", "C", "C", "C", "C", "C", "C", "C", "C", "H", "H", "H", "H", "H", "H", "H", "H", "H", "H", "H", "H", "H", "H", "H", "H", "H", "H", "H", "H", "H", "H", "H", "H", "H", "H", "H", "H", "H", "H", "H", "H", "H", "H", "H", "H", "H", "H", "H", "H", "H", "H", "H"],
  "coordinates": [[0.0291, -0.2038, 0.8542], [0.0427, -0.0087, -2.0281], [-1.4361, -2.9108, 1.5557], [2.1131, -0.7873, 1.0363], [4.3050, -1.3247, -0.4472], [6.1605, -0.5134, 0.2657], [5.3666, 0.3117, 6.2499], [-1.7830, 1.4948, 1.2332], [6.9941, -0.0566, 4.8885], [0.5410, 0.7903, 2.5572], [0.6251, -0.0874, 4.6225], [-1.8263, -1.2608, 1.1830], [5.0028, -0.8582, 0.4362], [5.8098, 0.0669, 5.1430], [-1.4860, 5.6220, 0.8637], [1.0404, 1.5401, -2.4448], [-2.9513, 0.8516, 1.6995], [1.5413, -2.6824, -4.8144], [2.7110, -2.9914, -2.7400], [1.2701, 1.7934, -3.9357], [3.4862, 0.0077, 4.3003], [0.9716, -1.3135, -2.9041], [-2.1925, -1.3798, -2.8894], [1.9445, -1.9865, -2.1643], [-0.5312, -3.0314, 3.1740], [0.3612, 2.7503, -1.8010], [-1.7464, 2.8871, 1.1587], [-4.1639, -1.1724, 1.9601], [0.7911, -1.6647, -4.2443], [-0.1387, -3.3145, 0.2414], [-2.7344, -4.2408, 1.4862], [-5.2569, -0.4644, 2.4375], [-0.5885, 4.9157, 1.6533], [4.4001, -0.5845, 1.7566], [-0.7179, 3.5408, 1.8088], [-1.6845, 0.0636, -2.7810], [-2.5897, 0.7742, -1.7659], [-4.0081, 1.5640, 2.2293], [-1.8243, 0.7977, -4.1189], [-2.5214, 4.9455, 0.2285], [-2.9531, -0.5534, 1.6259], [4.8430, -0.1111, 4.0466], [5.3024, -0.3678, 2.7824], [-2.6560, 3.5722, 0.3706], [2.5850, -0.1562, 3.2789], [2.9957, -0.5319, 1.9633], [2.4992, -3.3528, -4.0611], [1.1410, 0.1703, 3.5627], [-5.1737, 0.9074, 2.6050], [2.4116, 1.3350, -1.7824], [-1.1087, 0.4882, -4.8780], [-2.6811, 0.1941, -0.8481], [-3.3518, -4.2602, 2.3915], [0.1378, -4.3717, 0.2903], [3.1316, 0.2505, 5.2937], [-3.2632, -1.3514, -3.1221], [0.2165, 2.6218, -0.7258], [-3.4599, 3.0407, -0.1260], [-0.2469, -4.0704, 3.3793], [1.3792, -2.9482, -5.8524], [0.3871, 2.1890, -4.4312], [-1.7319, 1.8771, -3.9869], [-1.1197, -2.6578, 4.0182], [0.9957, 3.6333, -1.9288], [-1.3837, 6.6937, 0.7475], [0.0721, -1.1458, -4.8613], [-0.0419, 2.9715, 2.4312], [-3.5947, 0.8736, -2.1935], [-1.6920, -1.9554, -3.6672], [-2.2322, 1.7735, -1.5230], [3.4763, -3.4827, -2.1501], [-0.4785, -3.1054, -0.7770], [3.0819, -4.1490, -4.5100], [0.2161, 5.4341, 2.1610], [-2.0754, -1.9087, -1.9379], [1.5939, 0.8904, -4.4571], [2.0687, 2.5358, -4.0442], [2.3419, 1.1085, -0.7160], [-3.2327, 5.4862, -0.3850], [-3.3974, -4.1381, 0.6180], [-2.8287, 0.6013, -4.5122], [-6.1690, -0.9934, 2.6895], [-0.6095, 2.9741, -2.2466], [-4.2320, -2.2481, 1.8506], [0.3943, -2.4448, 3.1535], [0.7974, -2.7611, 0.4176], [-5.9993, 1.4724, 3.0201], [2.9905, 2.2580, -1.8848], [-2.2203, -5.2060, 1.4085], [2.9779, 0.5263, -2.2451], [6.3595, -0.4179, 2.5828], [-3.9317, 2.6355, 2.3566], [2.1426, -1.7039, -1.1359]],
  "forces_ev_per_angstrom": [[-0.032, 0.231, -1.168], [0.101, 0.427, -0.963], [0.182, -0.186, -0.328], [0.378, -0.136, 0.343], [0.115, -0.202, 0.278], [-0.171, -0.273, 0.178], [-0.007, 0.004, -0.201], [-0.095, -0.444, 0.017], [-0.204, 0.044, -0.081], [0.400, 0.356, 1.700], [-0.040, 0.091, 0.062], [-0.983, -0.201, 0.362], [-0.198, 0.708, -0.216], [0.015, -0.092, 0.076], [0.036, -0.064, 0.030], [-0.053, -0.081, 0.027], [0.004, 0.098, 0.082], [0.002, 0.016, 0.029], [0.032, -0.025, -0.016], [0.078, 0.023, -0.006], [-0.062, 0.044, 0.226], [-0.011, -0.139, 0.098], [-0.067, -0.066, -0.046], [0.010, 0.062, 0.012], [0.014, -0.021, 0.319], [0.043, 0.079, -0.107], [0.058, -0.048, -0.099], [-0.029, -0.081, 0.147], [0.080, -0.022, -0.026], [0.006, 0.224, 0.072], [-0.395, -0.060, -0.065], [0.021, -0.017, 0.003], [-0.045, 0.067, -0.050], [0.030, -0.244, -0.138], [0.040, 0.044, 0.136], [0.040, 0.011, 0.076], [-0.051, -0.024, -0.061], [-0.077, 0.072, 0.023], [-0.070, -0.088, -0.042], [-0.018, 0.011, -0.008], [0.109, -0.246, -0.204], [0.152, 0.082, 0.232], [0.188, -0.100, -0.098], [-0.098, 0.096, -0.178], [-0.031, 0.008, -0.220], [-0.004, -0.004, -0.182], [-0.035, 0.021, -0.014], [0.210, 0.193, -0.196], [0.016, 0.004, 0.011], [0.016, 0.053, -0.018], [-0.013, -0.021, 0.023], [-0.001, -0.002, 0.015], [0.071, -0.032, -0.139], [0.030, 0.077, 0.035], [0.003, -0.019, -0.042], [0.088, -0.013, 0.033], [-0.020, 0.002, 0.082], [0.062, 0.038, 0.077], [-0.032, 0.107, 0.006], [0.018, 0.012, 0.041], [-0.007, -0.013, -0.012], [0.017, -0.037, -0.013], [0.069, -0.045, -0.060], [-0.031, -0.047, 0.002], [-0.009, -0.042, 0.002], [-0.048, -0.017, 0.018], [0.007, -0.013, -0.009], [0.087, -0.010, 0.022], [-0.021, 0.033, 0.044], [0.004, -0.007, -0.002], [-0.062, 0.049, -0.025], [0.037, -0.045, 0.036], [-0.021, 0.053, 0.023], [-0.037, -0.024, -0.025], [-0.023, 0.034, -0.048], [0.009, 0.035, 0.027], [-0.072, -0.042, 0.005], [-0.015, -0.002, 0.065], [0.049, -0.014, 0.031], [0.102, -0.054, 0.127], [0.078, 0.042, 0.046], [0.066, 0.026, -0.001], [0.036, -0.007, 0.003], [-0.016, 0.104, 0.016], [-0.015, -0.045, 0.050], [0.010, -0.164, -0.123], [0.051, -0.036, -0.040], [-0.024, -0.045, -0.007], [-0.080, 0.099, 0.027], [-0.011, 0.011, -0.005], [0.086, -0.019, -0.014], [-0.002, -0.047, -0.027], [-0.024, -0.060, -0.072]],
  "mulliken_charge": [-0.852, 1.605, 0.524, 0.391, -0.479, -0.631, -0.624, 0.539, -0.627, -0.192, -0.627, 1.332, 0.820, 1.039, -0.670, 2.371, 0.784, -0.820, -1.230, -1.641, -0.443, 0.654, -1.810, -0.335, -1.080, -1.959, -0.029, -0.829, -0.569, -0.688, -1.371, -1.007, -0.754, -0.442, -0.440, 2.133, -1.780, -1.106, -1.889, -1.033, 0.508, -0.790, -0.380, 0.138, 0.941, 0.398, -0.732, -0.130, -0.860, -2.175, 0.270, 0.217, 0.357, 0.607, 0.627, 0.577, 0.251, 0.616, 0.438, 0.477, 0.323, 0.353, 0.285, 0.602, 0.432, 0.263, 0.474, 0.642, 0.396, -0.097, 0.489, 0.187, 0.377, 0.465, 0.100, 0.263, 0.537, 0.335, 0.421, 0.366, 0.528, 0.419, 0.157, 0.243, 0.211, 0.010, 0.423, 0.665, 0.401, 0.397, 0.656, 0.511, 0.574]
}

Record 2
{
  "formula": "C36H43N7O5",
  "method": "wB97M-V/def2-TZVPD",
  "spin_multiplicity": 1,
  "lumo_ev": 0.60,
  "smiles": "C[C@@H](O)COOC(=O)OCCN.c1ccncc1.c1ccncc1.c1ccncc1.c1ccncc1.c1ccncc1.c1ccncc1",
  "e_tot_ha": -2156.916352,
  "charge": 0,
  "homo_ev": -9.11,
  "elements": ["O", "O", "O", "O", "O", "N", "N", "N", "N", "N", "N", "N", "C", "C", "C", "C", "C", "C", "C", "C", "C", "C", "C", "C", "C", "C", "C", "C", "C", "C", "C", "C", "C", "C", "C", "C", "C", "C", "C", "C", "C", "C", "C", "C", "C", "C", "C", "C", "H", "H", "H", "H", "H", "H", "H", "H", "H", "H", "H", "H", "H", "H", "H", "H", "H", "H", "H", "H", "H", "H", "H", "H", "H", "H", "H", "H", "H", "H", "H", "H", "H", "H", "H", "H", "H", "H", "H", "H", "H", "H", "H"],
  "coordinates": [[5.5422, 3.8861, 0.6898], [3.3193, 5.6906, 0.0423], [6.7381, 1.9737, -0.5231], [4.7514, 4.7429, 1.5431], [2.5798, 4.0514, 1.4365], [-3.2073, -0.4757, 3.3099], [-3.5159, 3.8389, -0.5582], [-4.7215, -1.1804, -1.2205], [0.8714, 1.1306, -0.0669], [6.6201, -2.3598, 2.2087], [1.2955, -1.8653, -0.9090], [-6.4316, -1.4954, -5.1370], [-3.8949, 5.0782, -0.2561], [8.3714, -3.9447, 2.6149], [-0.0293, -2.8302, -2.6547], [7.0671, -4.1038, 0.6271], [-2.0980, -0.7770, 5.4116], [1.4491, -3.0848, -0.3976], [-2.9845, 0.0165, -2.3631], [-4.1898, -0.6717, -2.3319], [0.5711, -1.7554, -2.0183], [6.3664, -2.9906, 1.0650], [-3.0969, 0.8403, 3.4812], [-2.2977, 0.1911, -1.1732], [6.5489, 3.3322, 1.4956], [-2.7117, -1.2584, 4.2654], [-6.2976, -2.7196, -4.6342], [-4.2830, 2.8428, -0.1183], [3.5231, 4.8443, 0.8988], [-5.0297, 5.3778, 0.4830], [7.6073, -2.8402, 2.9603], [-2.8372, -0.3298, -0.0072], [0.9012, -4.2263, -0.9605], [-2.4991, 1.4239, 4.5876], [1.1102, 2.1928, 0.9201], [-5.8174, 4.3304, 0.9322], [8.0923, -4.5892, 1.4215], [-7.8349, -2.4194, -6.8438], [6.9923, 2.0042, 0.8633], [-1.9900, 0.5946, 5.5732], [-5.4385, 3.0339, 0.6258], [6.1901, 0.8585, 1.4427], [-6.8962, -3.8450, -5.1802], [0.1440, -4.0925, -2.1135], [-4.0437, -1.0069, -0.0843], [-7.6824, -3.6882, -6.3091], [-7.1893, -1.3615, -6.2225], [2.4882, 2.7651, 0.7555], [-8.1689, -4.5407, -6.7653], [-1.3554, 0.7261, -1.1462], [7.3905, 4.0171, 1.5778], [1.4436, 1.2573, -0.8883], [-2.8134, -2.3251, 4.0978], [5.1531, 1.1313, 1.3169], [-3.9457, 1.8479, -0.3763], [-1.5160, 1.0104, 6.4528], [2.0384, -3.1432, 0.5113], [-6.7123, 4.5220, 1.5105], [-5.6766, -2.7965, -3.7477], [-3.2526, 5.8690, -0.6282], [0.9743, 1.7503, 1.8947], [0.4619, -0.7483, -2.4052], [1.1038, 0.2203, 0.2985], [6.1924, 3.1600, 2.4999], [-0.6175, -2.6784, -3.5488], [6.8151, -4.5750, -0.3128], [-1.7146, -1.4607, 6.1561], [-2.4351, 2.4998, 4.6712], [6.4246, 0.6769, 2.4764], [-4.4938, -1.4291, 0.8070], [5.5593, -2.5755, 0.4698], [-2.3347, -0.2139, 0.9410], [6.3541, -0.0115, 0.8288], [-2.6006, 0.4073, -3.2959], [8.6648, -5.4551, 1.1153], [-7.2798, -0.3528, -6.6100], [-8.4403, -2.2511, -7.7236], [9.1634, -4.2885, 3.2655], [0.3592, 2.9573, 0.7852], [8.0503, 1.8730, 1.0679], [-6.0233, 2.1850, 0.9537], [1.0588, -5.1930, -0.5026], [6.9647, 2.8141, -0.9205], [2.6846, 2.9291, -0.2943], [3.2274, 2.0997, 1.1723], [-6.7494, -4.8165, -4.7293], [-0.3071, -4.9585, -2.5801], [7.7922, -2.3085, 3.8876], [-4.7658, -0.8204, -3.2397], [-3.5084, 1.4541, 2.6857], [-5.2875, 6.4055, 0.6989]],
  "forces_ev_per_angstrom": [[-0.557, -0.065, -0.377], [0.536, -2.144, 1.857], [0.130, -0.184, -0.357], [0.042, 0.059, 0.121], [0.316, -0.070, -0.423], [0.020, 0.021, 0.082], [-0.026, 0.025, 0.047], [0.055, 0.006, -0.005], [-0.032, 0.091, 0.306], [0.033, -0.116, 0.036], [0.044, -0.066, 0.073], [0.017, -0.028, -0.018], [0.070, 0.027, -0.043], [-0.008, 0.005, -0.009], [0.028, -0.034, -0.010], [0.014, -0.010, 0.009], [0.003, 0.021, -0.003], [0.041, 0.008, 0.064], [-0.062, -0.071, 0.103], [-0.098, -0.024, -0.092], [-0.027, 0.150, -0.005], [-0.097, 0.081, -0.038], [-0.071, 0.015, -0.115], [0.220, -0.003, -0.118], [0.821, -0.024, 0.166], [-0.030, -0.064, -0.043], [0.092, 0.005, 0.099], [0.025, 0.000, -0.055], [-0.724, 2.258, -1.381], [-0.004, -0.017, 0.002], [-0.011, 0.058, 0.064], [0.122, -0.076, -0.139], [-0.021, 0.010, -0.012], [0.006, -0.014, 0.018], [-0.354, -0.560, -0.638], [-0.037, 0.008, 0.032], [0.025, -0.041, -0.016], [0.007, -0.012, 0.014], [-0.650, -0.019, 0.340], [0.022, 0.014, 0.036], [0.009, 0.026, 0.022], [0.116, 0.475, -0.721], [-0.026, 0.017, -0.029], [-0.022, -0.030, -0.010], [-0.104, -0.070, 0.024], [-0.020, -0.039, -0.020], [0.010, 0.090, -0.004], [-0.136, 0.374, 0.408], [-0.004, -0.005, -0.004], [-0.015, -0.005, 0.083], [0.114, 0.336, -0.126], [0.044, 0.043, -0.192], [0.018, -0.014, 0.044], [-0.473, -0.041, 0.208], [-0.142, 0.023, 0.024], [0.004, 0.003, 0.006], [0.005, -0.052, -0.002], [-0.006, 0.002, 0.001], [-0.037, -0.075, 0.028], [-0.025, 0.041, 0.023], [-0.039, 0.065, 0.463], [-0.063, -0.020, -0.053], [0.089, -0.216, -0.066], [-0.305, -0.109, 0.305], [-0.010, 0.027, -0.002], [-0.016, 0.014, -0.012], [0.001, -0.021, -0.004], [-0.011, 0.014, -0.020], [0.055, -0.205, 0.361], [0.050, 0.035, 0.055], [0.005, -0.037, -0.040], [-0.010, -0.035, 0.042], [0.175, -0.460, 0.087], [-0.032, 0.021, -0.019], [0.005, -0.006, -0.003], [-0.032, -0.009, -0.037], [-0.001, 0.021, -0.009], [0.003, 0.011, 0.020], [-0.126, 0.442, 0.041], [0.349, -0.031, 0.042], [0.011, -0.027, -0.020], [0.010, 0.000, 0.019], [0.099, 0.249, -0.153], [0.122, 0.061, -0.383], [0.378, -0.221, 0.044], [0.009, 0.001, 0.024], [-0.006, -0.007, -0.001], [0.040, -0.032, 0.016], [0.024, 0.094, -0.039], [0.026, 0.044, 0.015], [0.013, 0.016, -0.010]],
  "mulliken_charge": [-0.177, -0.492, -0.591, -0.285, -0.331, -0.256, -0.439, -0.580, -0.264, -0.388, -0.304, -0.338, -0.257, -0.491, -0.662, -0.611, -0.503, -0.266, -0.595, -0.220, -0.004, -0.066, 0.079, -0.285, -0.613, -0.248, 0.127, -0.089, 0.727, -0.387, -0.172, -0.401, -0.523, -0.731, -0.699, -0.383, -0.116, -0.444, 0.468, -0.198, -0.603, -0.469, -0.639, -0.213, -0.365, -0.161, -0.300, -0.214, 0.380, 0.614, 0.370, 0.203, 0.370, -0.273, 0.633, 0.389, 0.417, 0.389, 0.230, 0.382, 0.346, 0.384, 0.134, 0.306, 0.392, 0.350, 0.380, 0.393, 0.384, 0.440, 0.441, 0.517, 0.125, 0.389, 0.367, 0.379, 0.349, 0.355, 0.326, 0.323, 0.425, 0.372, 0.323, 0.457, -0.099, 0.342, 0.385, 0.353, 0.516, 0.344, 0.371]
}